Record 1
Here is a molecular structure, C36H45N5O4PS2Ti from the OMol25 dataset. Energies are from wB97M-V/def2-TZVPD.

Structure (ORCA input):
```
! wB97M-V def2-TZVPD RIJCOSX def2/J DEFGRID3
* xyz 1 1
Ti -0.03065 -0.41515 0.40236
O 2.65277 -2.01317 -1.98276
S 2.21353 -1.01897 -1.05644
O 1.85982 -1.50686 0.30355
O 0.98036 -0.26777 -1.45360
C 3.50604 0.15644 -0.85017
C 4.71555 -0.08838 -1.48072
C 5.76817 0.79488 -1.29033
C 5.60250 1.89843 -0.46822
C 4.38325 2.13364 0.15236
C 3.30852 1.27246 -0.03427
P 1.69307 1.66786 0.73759
C 1.22769 3.20354 -0.11778
C 1.71908 3.45821 -1.39823
C 1.31004 4.58653 -2.09314
C 0.41050 5.47017 -1.51676
C -0.09280 5.21384 -0.24904
C 0.30165 4.08243 0.44707
C 2.17716 2.09735 2.43154
C 2.45057 1.03923 3.29633
C 2.87704 1.27822 4.59202
C 3.03164 2.58408 5.03700
C 2.77412 3.64201 4.17922
C 2.35461 3.40330 2.87712
H 4.82605 -0.96251 -2.10507
H 6.71533 0.61422 -1.77907
H 6.42258 2.58575 -0.30906
H 4.26616 3.00368 0.78678
H 2.41748 2.77832 -1.86825
H 1.69682 4.77346 -3.08596
H 0.09308 6.35187 -2.05719
H -0.80423 5.89347 0.20075
H -0.12765 3.87294 1.41611
H 2.36129 0.01698 2.94574
H 3.09301 0.44997 5.25381
H 3.36027 2.77604 6.04917
H 2.90026 4.66100 4.51893
H 2.16395 4.23777 2.21801
N 0.14678 -1.46672 2.33326
C -0.62630 -2.73803 2.33082
C -0.51543 -3.38330 0.96674
N -0.90940 -2.40177 -0.06842
H 1.13894 -1.67550 2.42180
H -0.11806 -0.89779 3.13537
H -1.66222 -2.48478 2.55055
H -0.27264 -3.40901 3.11525
H -1.13237 -4.28303 0.92077
H 0.51425 -3.67916 0.76131
H -1.92144 -2.27995 -0.05359
H -0.69629 -2.81708 -0.99751
O -1.21821 1.96817 2.05156
C -1.14776 0.99534 1.33894
C -4.18210 -1.90693 2.11605
C -4.21302 -0.41651 2.47331
C -3.14205 -0.04998 3.49590
C -4.30756 0.39180 1.18418
C -5.58217 0.84543 0.85825
C -5.86147 1.41958 -0.36578
C -4.86004 1.49849 -1.31181
C -3.56449 1.06457 -1.04744
C -2.58392 1.12822 -2.20657
C -1.42711 2.10295 -2.01723
C -2.11066 -0.25558 -2.64992
C -3.28292 0.55753 0.23311
N -1.92352 0.23859 0.58184
H -4.06572 -2.52830 3.00661
H -3.35890 -2.12501 1.43031
H -5.09951 -2.20443 1.60910
H -5.16655 -0.23832 2.97676
H -2.15435 -0.38852 3.18799
H -3.37092 -0.54087 4.44367
H -3.08393 1.02341 3.65930
H -6.37336 0.72959 1.58887
H -6.85808 1.77333 -0.59094
H -5.07702 1.90327 -2.29254
H -3.17072 1.52295 -3.04038
H -0.71628 1.77055 -1.26277
H -1.77918 3.08910 -1.71150
H -0.86525 2.20713 -2.94673
H -1.38276 -0.68745 -1.96585
H -1.60985 -0.20497 -3.61773
H -2.94461 -0.95388 -2.73747
S -0.94297 -3.71713 -3.08618
C 0.32583 -4.74156 -3.47546
N 0.24412 -5.78044 -4.31657
C 1.50634 -6.48513 -4.48212
C 2.48867 -5.54936 -3.74878
N 1.59367 -4.65349 -3.01907
H -0.64531 -6.08214 -4.67396
H 1.75740 -6.59973 -5.53522
H 1.47136 -7.47421 -4.02362
H 3.11856 -4.99235 -4.44402
H 3.13260 -6.10058 -3.06587
H 1.90919 -3.76230 -2.66591
*
```

The calculation puts the HOMO energy at -10.464 eV. The value obtained for the LUMO energy is -2.96 eV. The gap between HOMO and LUMO comes out at 7.50 eV. The calculation puts the largest force on an atom at 0.013 hartree/bohr.

Record 2
Here is a gas-phase ion, C6H17N2 (charge +2) at a distorted geometry from the OMol25 dataset. Energies are from wB97M-V/def2-TZVPD.

Structure (ORCA input):
```
! wB97M-V def2-TZVPD RIJCOSX def2/J DEFGRID3
* xyz 2 2
N 1.68584 0.71810 -1.56139
C 0.27045 1.09920 -1.22583
C -0.03751 2.54137 -1.61400
C -0.14309 0.78899 0.24127
N 0.58525 -0.34076 0.87020
C -0.99148 -1.31224 2.41432
C -0.05768 -1.57917 1.20990
C -0.75974 -2.21362 0.01795
H 2.39740 1.34450 -1.16386
H 1.92584 -0.22721 -1.25684
H 1.86047 0.85686 -2.56234
H -0.34675 0.48628 -1.87271
H 0.79456 3.00937 -2.14727
H -0.90229 2.56873 -2.27201
H -0.24932 3.18993 -0.76405
H -1.19412 0.51159 0.27097
H 0.05403 1.66253 0.85749
H 1.06500 0.03518 1.69334
H -1.33753 -2.27749 2.77926
H -1.83068 -0.68737 2.08769
H -0.54545 -0.81651 3.28576
H 0.71627 -2.27142 1.55535
H -1.14580 -3.20290 0.24095
H -1.66122 -1.63120 -0.20142
H -0.15245 -2.25274 -0.88274
*
```

The calculation puts the HOMO energy (spin up / spin down) at -19.848 / -20.269 eV. The value obtained for the LUMO energy (spin up / spin down) is -7.14 / -12.01 eV. The gap between HOMO and LUMO (spin up / spin down) comes out at 12.71 / 8.26 eV. As for the expectation value of S²: 0.754. The calculation puts the largest force on an atom at 0.047 hartree/bohr.

Record 3
Here is a molecular structure, C41H56FN5P2S2Si2V at a distorted geometry from the OMol25 dataset. Energies are from wB97M-V/def2-TZVPD.

Structure (ORCA input):
```
! wB97M-V def2-TZVPD RIJCOSX def2/J DEFGRID3
* xyz 1 3
V -0.87384 -0.97110 -1.70459
C -3.56190 -3.79955 0.46903
Si -3.43230 -1.95409 0.12102
C -5.07674 -1.04588 0.21871
C -2.40364 -1.33271 1.55448
N -2.64499 -1.66905 -1.43901
C -3.39063 -2.04913 -2.57006
C -4.60645 -2.74566 -2.56950
C -5.27883 -3.03719 -3.74597
C -4.77183 -2.66130 -4.98020
C -3.55484 -1.99830 -5.03033
C -2.92420 -1.73609 -3.84060
F -1.68528 -1.12014 -3.87413
H -3.99860 -3.95383 1.45378
H -2.56077 -4.23146 0.48137
H -4.14967 -4.36995 -0.24252
H -5.47556 -1.13366 1.22746
H -5.84017 -1.39426 -0.46832
H -4.91986 0.01384 0.01488
H -2.97668 -1.51446 2.46198
H -2.14152 -0.28015 1.53644
H -1.48482 -1.89926 1.62941
H -5.03580 -3.08152 -1.64355
H -6.21234 -3.57460 -3.69205
H -5.30654 -2.88395 -5.89040
H -3.09413 -1.69838 -5.95842
C 3.82941 4.07559 3.33500
S 2.98959 2.95206 4.47254
C 1.24677 3.32619 4.09333
C 0.53595 2.26847 3.25932
C 1.25042 2.05633 1.92790
N 0.68191 1.02072 1.04431
P -0.67450 1.31905 0.03844
C -1.60971 2.66775 0.83641
C -1.10248 3.96208 0.97561
C -1.83717 4.93839 1.62026
C -3.09948 4.64597 2.11890
C -3.62544 3.37517 1.96449
C -2.88333 2.39177 1.32618
C -0.04384 2.23639 -1.50424
C 1.48257 2.31207 -1.67119
C 2.04150 3.69163 -1.80771
C 1.26287 4.73114 -2.10988
C -0.18410 4.59586 -2.24360
C -0.79916 3.46504 -1.90161
P 1.16036 -0.64569 1.10744
C 1.13956 -1.26354 2.83266
C 0.40124 -2.40317 3.13108
C 0.43728 -2.95864 4.40265
C 1.21799 -2.38198 5.38854
C 1.99501 -1.27065 5.09072
C 1.97145 -0.73081 3.81968
C 2.99325 -0.60296 0.95402
C 3.60532 -1.85878 0.98339
C 4.97059 -1.98890 0.81771
C 5.76015 -0.86213 0.62777
C 5.17049 0.38798 0.60226
C 3.79547 0.51740 0.76124
H 4.89673 3.91533 3.46024
H 3.59935 5.11065 3.57542
H 3.56325 3.86713 2.30100
H 1.22187 4.29231 3.58838
H 0.73266 3.44923 5.04600
H -0.49014 2.60251 3.10535
H 0.48071 1.32857 3.80790
H 2.28737 1.78816 2.14537
H 1.28674 3.00152 1.37150
H -0.12219 4.21334 0.59710
H -1.42746 5.93159 1.73105
H -3.67181 5.41179 2.61965
H -4.61205 3.14568 2.33651
H -3.30981 1.40673 1.21116
H 1.98383 1.79903 -0.84895
H 3.10974 3.81291 -1.69162
H 1.69741 5.71165 -2.23516
H -0.75624 5.45022 -2.57104
H -1.87611 3.37301 -1.95109
H -0.18970 -2.88790 2.37081
H -0.14239 -3.84521 4.61531
H 1.24032 -2.80870 6.38059
H 2.63513 -0.83332 5.84175
H 2.62213 0.10228 3.60277
H 3.00277 -2.74532 1.14141
H 5.42141 -2.96971 0.83798
H 6.82831 -0.96205 0.50546
H 5.77732 1.27195 0.46938
H 3.36809 1.50753 0.73651
N 1.65168 -0.62412 -1.69725
N 2.33106 0.19645 -2.69051
C 1.64455 1.40553 -2.93293
N 2.04051 1.97739 -4.14906
S -0.28630 1.06364 -2.90534
H 1.97522 -0.27538 -0.78030
H 2.08111 -1.54482 -1.75191
H 2.39155 -0.32185 -3.56768
H 2.97678 1.73138 -4.43603
H 1.88229 2.97524 -4.20880
C 0.89138 -2.89999 -4.12846
Si 0.12570 -3.15583 -2.39866
C -1.13684 -4.54930 -2.59424
C 1.45780 -3.89728 -1.25153
H 1.61045 -3.68889 -4.34873
H 1.39761 -1.94648 -4.25287
H 0.11656 -2.93943 -4.89182
H -0.64583 -5.42247 -3.02333
H -1.96902 -4.28671 -3.24201
H -1.54890 -4.83987 -1.63035
H 1.69709 -4.89761 -1.60746
H 1.08131 -3.99411 -0.23427
H 2.39897 -3.35433 -1.18973
*
```

The calculation puts the HOMO energy (spin up / spin down) at -10.091 / -10.005 eV. The value obtained for the LUMO energy (spin up / spin down) is -2.59 / -2.61 eV. The gap between HOMO and LUMO (spin up / spin down) comes out at 7.50 / 7.40 eV. As for the expectation value of S²: 2.085. The calculation puts the largest force on an atom at 0.023 hartree/bohr.

Record 4
Here is C19H23ClN2O2 in the gas phase from the OMol25 dataset. Energies are from wB97M-V/def2-TZVPD.

Structure (ORCA input):
```
! wB97M-V def2-TZVPD RIJCOSX def2/J DEFGRID3
* xyz 0 1
C 0.43000 -5.96923 3.04559
H 0.81617 -6.30000 2.07583
O -0.65865 -5.09281 2.89666
C -0.46121 -3.91834 2.24217
C 0.74438 -3.49241 1.69753
C 0.83560 -2.27360 1.04918
C -0.27523 -1.44613 0.92611
C -1.49147 -1.85816 1.46759
C -1.57283 -3.07450 2.11214
Cl -3.07524 -3.58538 2.78286
H -2.36118 -1.22906 1.37773
N -0.12836 -0.22766 0.26923
C -1.06330 0.69224 -0.06833
O -2.24782 0.64188 0.17386
C -0.42368 1.90160 -0.78359
N 0.89666 1.57094 -1.31855
H 1.58421 2.19042 -0.90394
C 1.02858 1.61252 -2.76846
C 0.67781 0.29206 -3.47766
C -0.80594 -0.05633 -3.39840
H -1.01229 -0.93262 -4.00893
H -1.41616 0.76468 -3.76871
H -1.10558 -0.27879 -2.37836
C 1.52848 -0.86469 -2.95907
H 2.58338 -0.59949 -2.96355
H 1.39143 -1.74018 -3.58935
H 1.23778 -1.12971 -1.94701
H 0.92854 0.45314 -4.53359
H 0.41546 2.41675 -3.20520
H 2.07462 1.83773 -2.99504
C -0.36989 3.00341 0.24883
C 0.50803 2.91126 1.32388
C 0.56196 3.91666 2.27205
C -0.26507 5.02182 2.16226
C -1.14932 5.11408 1.10158
C -1.20198 4.11015 0.15051
H -1.89814 4.18404 -0.67204
H -1.80139 5.97041 1.01328
H -0.22377 5.80507 2.90439
H 1.24728 3.83334 3.10279
H 1.14719 2.04534 1.42559
H -1.10913 2.20087 -1.58505
H 0.78871 -0.00791 -0.11878
H 1.78479 -1.96516 0.63518
H 1.62590 -4.10842 1.77334
H 1.23939 -5.51141 3.62377
H 0.04128 -6.82841 3.58969
*
```

The calculation puts the HOMO energy at -7.947 eV. The value obtained for the LUMO energy is 0.69 eV. The gap between HOMO and LUMO comes out at 8.63 eV. The calculation puts the largest force on an atom at 0.011 hartree/bohr.

Taking the records one at a time from the top gives ΔE to the lowest compared entry with this formula, charge and spin values of 0.6462, 0.3538, 3.1878, 0.2846 eV.
Taking the records one at a time from the top gives M values of 754.8, 117.2, 871.1, 346.9 g mol⁻¹.